No. 1
Entry from the Open Molecules 2025 dataset: a cluster of 2 separate species, C10H5F3N5O5 in total at a distorted geometry (ωB97M-V with the def2-TZVPD basis set).

Structure (ORCA input):
```
! RIJCOSX wB97M-V def2-TZVPD def2/J DEFGRID3
* xyz -1 1
N 4.09053 3.49114 -0.41202
F -1.65136 0.84142 0.52035
H -0.35916 6.21520 -0.81548
N 3.41445 4.07889 -2.53565
C 0.00836 5.36000 1.71690
C 2.00944 4.32860 0.75742
O -0.39193 5.99840 -3.15734
N -0.64457 5.56383 2.66371
N 0.82241 5.65996 -3.12803
H 2.66038 1.07687 1.16948
C 0.86311 5.13942 0.59443
C 0.54845 5.63074 -0.68673
C 0.51533 1.75694 0.11210
H 2.30041 3.94489 1.73174
H 2.54662 2.19600 2.58350
O 1.49940 5.56081 -4.17435
O 4.81391 2.91626 0.38545
H 1.54544 0.70449 2.48849
O 4.35270 3.39357 -1.80890
F -1.52629 3.04170 0.61017
C -1.04154 1.93687 -0.02713
C 1.35373 5.37291 -1.80861
O 1.10320 1.12297 -0.77689
N 0.99630 2.32789 1.21790
C 2.58371 4.63312 -1.61811
F -1.39605 2.02778 -1.33727
C 1.98061 1.54015 1.90472
C 2.91074 4.22577 -0.31140
*
```

Summary:
highest occupied orbital energy: -5.0 eV
gap between HOMO and LUMO: 5.964 eV
energy above the lowest of the compared OMol25 structures with the same formula, charge and spin: 0.000 eV
LUMO energy: 0.99 eV

Atomic charges from the Löwdin analysis, expressed in e, are listed below: number 1, N, carries -0.142; number 2, F, carries 0.107; number 3, H, carries 0.133; number 4, N, carries 0.135; number 5, C, carries -0.197; number 6, C, carries 0.045; number 7, O, carries 0.008; number 8, N, carries 0.148; number 9, N, carries -0.319; number 10, H, carries 0.071; number 11, C, carries -0.220; number 12, C, carries 0.072; number 13, C, carries -0.468; number 14, H, carries 0.114; number 15, H, carries 0.063; number 16, O, carries 0.047; number 17, O, carries 0.062; number 18, H, carries 0.081; number 19, O, carries 0.037; number 20, F, carries 0.101; number 21, C, carries -0.492; number 22, C, carries -0.076; number 23, O, carries 0.031; number 24, N, carries -0.054; number 25, C, carries -0.149; number 26, F, carries 0.108; number 27, C, carries -0.157; number 28, C, carries -0.089

=====

No. 2
Entry from the Open Molecules 2025 dataset: a structure of composition C26H24ClCuF5N2O5 at a distorted geometry (ωB97M-V with the def2-TZVPD basis set).

Structure (ORCA input):
```
! RIJCOSX wB97M-V def2-TZVPD def2/J DEFGRID3
* xyz 0 2
F -7.08114 -0.17251 1.41411
H -2.05136 -1.20681 3.42257
H -2.16107 -4.68650 0.39553
H -2.21943 3.56728 -0.09694
C -5.37997 0.69984 -1.64079
C -1.14560 -0.59855 3.46829
O 0.44641 0.51667 -1.76722
C 0.63243 2.00879 3.10248
C -0.21286 -1.89182 1.45307
H -0.17485 5.25375 3.68826
C -3.76424 -0.29283 -0.09201
H 0.52651 -2.90708 3.19418
F -4.57261 -0.96648 2.01650
H -1.07834 -3.41026 2.66289
H -2.75654 2.00761 0.54439
H -1.07631 -5.64027 -2.20849
C -1.88337 2.60626 0.28527
H 2.24240 -1.05919 -0.70238
C -0.08733 -3.10860 2.31601
H 1.18541 0.48812 4.53525
F -3.08472 0.54886 -2.16962
H 1.79316 0.19266 2.89819
H 2.52328 1.43963 3.91189
H 2.89060 -4.07576 -2.49946
H -2.31929 -2.96225 0.02378
C -4.82600 -0.42816 0.81416
H -1.42017 0.40971 3.76869
H 1.30049 3.45637 4.51839
C 0.64109 3.27250 3.67806
C 2.63618 -2.07393 -0.66863
Cu -1.03368 -0.25015 -0.78378
C -0.51952 -0.57536 2.10700
H -1.33980 2.09448 -0.51624
H 3.51894 -2.11998 -1.30235
C -0.32885 -4.91512 -1.90885
F -7.64810 0.90523 -1.01994
O 1.48812 -0.66719 -3.52592
C -0.17499 4.28442 3.20784
H 1.16815 -5.69248 -3.22439
C -1.00058 2.80650 1.48312
H 0.34978 -3.92789 1.74851
H -2.79172 -4.17210 -1.16724
H -1.59131 4.84464 1.70597
Cl 0.25371 -0.13030 -3.10115
C -0.67333 -3.95059 -0.97044
O -2.54983 -0.68134 0.23175
N -0.25557 0.47802 1.45061
O -0.25709 0.82707 -4.00029
C -0.97210 4.04823 2.10086
H -0.48168 -1.03257 4.21755
C 0.30187 -3.00590 -0.61322
C 1.89660 -4.03856 -2.07122
C -0.23496 1.75649 2.02313
C -6.11234 -0.02670 0.51131
C 1.60093 -3.05644 -1.14159
O -0.71016 -1.17681 -2.82994
C -6.40197 0.53000 -0.72287
C -4.09901 0.30730 -1.31175
C 1.58217 0.96588 3.63558
H 2.92727 -2.28126 0.36451
N -0.01284 -1.90451 0.20539
F -5.63674 1.24417 -2.82719
C -2.06449 -3.93334 -0.39108
C 0.93465 -4.95174 -2.47063
*
```

Summary:
highest occupied orbital energy (spin up / spin down): -8.6 / -8.6 eV
gap between HOMO and LUMO (spin up / spin down): 7.912 / 6.611 eV
LUMO energy (spin up / spin down): -0.71 / -1.98 eV

Atomic charges from the Löwdin analysis, expressed in e, are listed below: number 1, F, carries 0.126; number 2, H, carries 0.096; number 3, H, carries 0.088; number 4, H, carries 0.092; number 5, C, carries -0.144; number 6, C, carries 0.007; number 7, O, carries -0.374; number 8, C, carries -0.206; number 9, C, carries -0.236; number 10, H, carries 0.105; number 11, C, carries -0.269; number 12, H, carries 0.092; number 13, F, carries 0.102; number 14, H, carries 0.102; number 15, H, carries 0.083; number 16, H, carries 0.115; number 17, C, carries -0.012; number 18, H, carries 0.064; number 19, C, carries 0.019; number 20, H, carries 0.079; number 21, F, carries 0.086; number 22, H, carries 0.077; number 23, H, carries 0.085; number 24, H, carries 0.115; number 25, H, carries 0.053; number 26, C, carries -0.136; number 27, H, carries 0.098; number 28, H, carries 0.114; number 29, C, carries -0.051; number 30, C, carries -0.027; number 31, Cu, carries 0.686; number 32, C, carries -0.270; number 33, H, carries 0.064; number 34, H, carries 0.084; number 35, C, carries -0.044; number 36, F, carries 0.120; number 37, O, carries -0.256; number 38, C, carries -0.074; number 39, H, carries 0.105; number 40, C, carries -0.184; number 41, H, carries 0.094; number 42, H, carries 0.089; number 43, H, carries 0.112; number 44, Cl, carries 0.707; number 45, C, carries -0.203; number 46, O, carries -0.138; number 47, N, carries 0.152; number 48, O, carries -0.254; number 49, C, carries -0.046; number 50, H, carries 0.085; number 51, C, carries -0.206; number 52, C, carries -0.040; number 53, C, carries -0.175; number 54, C, carries -0.146; number 55, C, carries -0.212; number 56, O, carries -0.315; number 57, C, carries -0.148; number 58, C, carries -0.137; number 59, C, carries -0.035; number 60, H, carries 0.084; number 61, N, carries 0.114; number 62, F, carries 0.133; number 63, C, carries -0.020; number 64, C, carries -0.069

=====

No. 3
Entry from the Open Molecules 2025 dataset: the molecule C23H31N3O2S2 at a distorted geometry (ωB97M-V with the def2-TZVPD basis set).

Structure (ORCA input):
```
! RIJCOSX wB97M-V def2-TZVPD def2/J DEFGRID3
* xyz 0 1
C 4.70354 -3.24766 -0.00154
C 2.20310 -3.37083 0.31550
H -5.08035 -0.48663 -1.34172
H 5.50381 -2.83775 -0.61389
C -3.05278 2.03200 -0.79901
C -5.09592 0.93671 0.29267
H -2.97457 -0.49170 0.84368
C 2.03696 3.66315 -0.20050
C 2.72588 0.59321 -2.04964
H -0.13776 -2.35960 2.76170
C 0.25114 1.21972 0.16358
H 3.38709 1.50107 1.13862
H -2.50701 1.89848 0.13741
C -0.85986 -1.86474 2.11426
H 0.97188 2.21406 3.30529
H -1.75706 1.14692 -2.30484
H 4.83197 -2.88870 1.01647
C 3.22005 -1.34230 -0.69769
C -0.35348 -0.50482 1.74675
H -5.40197 -1.17850 0.24498
O -0.90246 -2.29665 -0.82709
H 0.27519 1.53772 -0.86434
C -2.68564 0.91632 -1.78193
C -3.33372 -0.85261 -0.13164
H -3.47269 0.83028 -2.53986
H 2.26327 -2.94848 1.31625
C 0.75946 2.02360 1.17828
H -1.01494 -2.47287 1.23083
C -4.79670 -0.44444 -0.29084
N 1.38129 3.24074 0.92061
H 2.26536 -4.45410 0.39332
H -4.68015 0.98781 1.30246
H 2.78484 -1.39674 -2.79231
C 3.33924 -2.83856 -0.56141
H 3.67262 -0.91065 1.35477
C 3.22607 0.86406 0.28201
H -3.24031 -1.94099 -0.14294
H 0.00643 0.01345 3.78706
H 3.23319 -3.27936 -1.55786
H 1.25269 3.97319 1.60671
H -1.79612 -1.78823 2.66725
H 1.23981 -3.10725 -0.11540
H 4.79445 -4.33154 0.00596
H -6.17875 1.05337 0.37952
H -2.73628 2.98310 -1.23173
C 2.91041 -0.76850 -1.92422
S 2.17980 5.29133 -0.46393
H 2.45536 1.01691 -3.00465
N 2.58082 2.79049 -1.07559
C 3.39809 -0.50092 0.39446
N -2.46904 -0.38625 -1.19542
H -4.78056 3.03065 -0.00479
H -5.07842 2.13601 -1.49245
C 2.84275 1.41703 -0.93577
C -0.27610 -0.02636 0.44503
O -0.16253 -0.37218 -2.15447
C 0.62467 1.58710 2.49706
C 0.08208 0.34901 2.76297
S -0.89023 -0.87497 -1.02676
C -4.55599 2.10129 -0.53355
H 2.86809 3.21607 -1.94759
*
```

Summary:
highest occupied orbital energy: -7.9 eV
gap between HOMO and LUMO: 8.310 eV
energy above the lowest of the compared OMol25 structures with the same formula, charge and spin: 0.053 eV
LUMO energy: 0.40 eV

Atomic charges from the Löwdin analysis, expressed in e, are listed below: number 1, C, carries -0.066; number 2, C, carries -0.053; number 3, H, carries 0.119; number 4, H, carries 0.082; number 5, C, carries -0.169; number 6, C, carries -0.205; number 7, H, carries 0.112; number 8, C, carries -0.883; number 9, C, carries -0.022; number 10, H, carries 0.087; number 11, C, carries -0.024; number 12, H, carries 0.123; number 13, H, carries 0.109; number 14, C, carries -0.045; number 15, H, carries 0.119; number 16, H, carries 0.105; number 17, H, carries 0.072; number 18, C, carries -0.207; number 19, C, carries -0.246; number 20, H, carries 0.114; number 21, O, carries -0.293; number 22, H, carries 0.120; number 23, C, carries -0.192; number 24, C, carries -0.204; number 25, H, carries 0.126; number 26, H, carries 0.076; number 27, C, carries -0.255; number 28, H, carries 0.052; number 29, C, carries -0.165; number 30, N, carries 0.053; number 31, H, carries 0.081; number 32, H, carries 0.113; number 33, H, carries 0.120; number 34, C, carries -0.380; number 35, H, carries 0.116; number 36, C, carries -0.020; number 37, H, carries 0.120; number 38, H, carries 0.120; number 39, H, carries 0.134; number 40, H, carries 0.124; number 41, H, carries 0.088; number 42, H, carries 0.057; number 43, H, carries 0.076; number 44, H, carries 0.109; number 45, H, carries 0.116; number 46, C, carries -0.023; number 47, S, carries 0.597; number 48, H, carries 0.121; number 49, N, carries 0.060; number 50, C, carries -0.016; number 51, N, carries -0.223; number 52, H, carries 0.109; number 53, H, carries 0.113; number 54, C, carries -0.267; number 55, C, carries -0.191; number 56, O, carries -0.280; number 57, C, carries 0.000; number 58, C, carries -0.024; number 59, S, carries 0.689; number 60, C, carries -0.207; number 61, H, carries 0.128